[1]
{
  "formula": "C18H51N2O18P5",
  "method": "ωB97M-V/def2-TZVPD",
  "total_energy_ev": -105760.551,
  "molar_mass_g_mol": 738.472,
  "smiles": "CCCCCN([PH2]=N)C(=O)O.COP(=O)(OC)OC.COP(=O)(OC)OC.COP(=O)(OC)OC.COP(=O)(OC)OC",
  "gap_ha": 0.209,
  "species": ["C", "C", "C", "C", "C", "N", "P", "N", "C", "O", "O", "H", "H", "H", "H", "H", "H", "H", "H", "H", "H", "H", "H", "H", "H", "H", "C", "O", "P", "O", "O", "C", "O", "C", "H", "H", "H", "H", "H", "H", "H", "H", "H", "C", "O", "P", "O", "O", "C", "O", "C", "H", "H", "H", "H", "H", "H", "H", "H", "H", "C", "O", "P", "O", "O", "C", "O", "C", "H", "H", "H", "H", "H", "H", "H", "H", "H", "C", "O", "P", "O", "O", "C", "O", "C", "H", "H", "H", "H", "H", "H", "H", "H", "H"],
  "coordinates": [[4.4694, -3.9878, -3.3305], [5.2012, -2.5988, -3.6375], [4.3522, -1.6282, -4.6342], [3.4027, -0.5912, -3.8633], [1.8503, -1.0001, -3.8082], [1.5844, -2.4675, -3.8901], [0.5075, -3.0566, -2.6251], [-0.4399, -4.2801, -3.0970], [1.2110, -2.9219, -5.2248], [1.4335, -4.1321, -5.5026], [0.6722, -2.1181, -6.2522], [3.4479, -3.8912, -2.8403], [4.4560, -4.6655, -4.2614], [5.1308, -4.5550, -2.5706], [5.4957, -2.0007, -2.7110], [6.1531, -2.8651, -4.2336], [3.8452, -2.2287, -5.4576], [5.1587, -0.9913, -5.1619], [3.8667, -0.3555, -2.8455], [3.4546, 0.3962, -4.4581], [1.3031, -0.3621, -4.5730], [1.4650, -0.6504, -2.7752], [1.2991, -3.5521, -1.5429], [-0.3936, -2.0294, -2.1428], [-0.2095, -5.1098, -2.5159], [1.0593, -2.5031, -7.0784], [-5.7926, -2.6391, -0.4868], [-5.6143, -3.8190, -1.2640], [-5.1243, -5.2046, -0.3752], [-3.7611, -4.5870, -0.0820], [-5.0737, -6.0966, -1.7440], [-4.2208, -5.6806, -2.8030], [-4.7003, -6.5936, 0.5488], [-5.8045, -7.2130, 1.2098], [-6.4488, -1.9598, -1.0336], [-6.2511, -2.8743, 0.4755], [-4.8289, -2.1503, -0.3310], [-3.3910, -5.0625, -2.4551], [-4.8061, -5.1216, -3.5368], [-3.8121, -6.5693, -3.2872], [-6.5633, -7.5180, 0.4840], [-6.2425, -6.5189, 1.9320], [-5.4438, -8.0936, 1.7430], [-9.9858, -1.8502, 6.2225], [-9.3037, -3.0646, 6.5246], [-8.4384, -3.7553, 5.2123], [-9.7075, -4.0909, 4.4375], [-7.9798, -5.0095, 6.1564], [-8.9824, -5.8340, 6.7316], [-7.4378, -4.3460, 3.9423], [-6.1887, -3.6654, 3.8191], [-10.1616, -1.3106, 7.1545], [-9.3868, -1.2237, 5.5595], [-10.9473, -2.0728, 5.7565], [-9.9164, -5.8109, 6.1673], [-9.1702, -5.5103, 7.7578], [-8.6136, -6.8612, 6.7515], [-5.6195, -3.7392, 4.7497], [-6.3634, -2.6145, 3.5740], [-5.6172, -4.1259, 3.0111], [3.5132, 4.3088, 0.6465], [3.6856, 5.0461, -0.5625], [3.0011, 4.3138, -1.9562], [4.0178, 3.1783, -1.9303], [3.5528, 5.5525, -2.8713], [4.9477, 5.8152, -2.8950], [2.2531, 3.6394, -3.3524], [0.8479, 3.8785, -3.4337], [3.6187, 4.9945, 1.4890], [2.5224, 3.8529, 0.6842], [4.2815, 3.5374, 0.7211], [5.5427, 4.9350, -2.6449], [5.1750, 6.6191, -2.1908], [5.2190, 6.1442, -3.8998], [0.6414, 4.9524, -3.4345], [0.3412, 3.4059, -2.5882], [0.4712, 3.4403, -4.3589], [5.1768, 7.7186, 0.7527], [5.1313, 8.1216, 2.1195], [6.6415, 8.0867, 2.9351], [6.7348, 6.5661, 2.8802], [5.9214, 8.5792, 4.3190], [4.9010, 7.7701, 4.8834], [8.1819, 8.2123, 3.6920], [8.9011, 9.3991, 3.3566], [4.3052, 8.1296, 0.2404], [6.0805, 8.0936, 0.2690], [5.1432, 6.6306, 0.6875], [4.9837, 6.7239, 4.5830], [3.9253, 8.1583, 4.5821], [4.9787, 7.8267, 5.9707], [8.3247, 10.2869, 3.6314], [9.1135, 9.4140, 2.2846], [9.8456, 9.4017, 3.9022]],
  "forces_ev_per_angstrom": [[1.20, -0.38, 0.79], [-0.52, -0.26, -1.49], [1.31, 0.45, 0.51], [0.27, 0.17, -1.08], [0.65, 1.72, 1.55], [-2.13, 2.00, -1.52], [-2.13, -3.53, -0.80], [1.33, 1.23, 1.23], [1.07, -5.21, -1.39], [-0.66, 4.30, 0.90], [1.61, -0.19, 1.74], [1.29, -0.06, -0.96], [-0.36, 1.27, 1.36], [-1.00, 0.80, -1.09], [-0.44, -0.95, -1.16], [-1.29, 0.43, 1.16], [0.45, 0.70, 1.18], [-1.31, -0.90, 0.71], [-0.87, -0.48, -1.28], [-0.18, -1.42, 1.05], [0.46, -1.27, 0.81], [0.48, -0.40, -1.57], [0.16, 1.15, -0.33], [1.35, 0.12, -0.50], [-0.12, 0.62, -0.81], [-0.67, 0.11, 0.99], [0.07, 0.45, -0.07], [-2.82, -1.48, 1.64], [8.86, 0.34, -4.31], [-1.23, 0.23, 1.11], [-1.00, -0.18, 1.16], [0.02, 0.49, -0.75], [-3.47, 0.95, 0.50], [-0.15, -0.42, 0.22], [-0.03, -0.15, 0.00], [0.04, 0.24, -0.01], [-0.02, -0.14, 0.09], [-0.11, -0.03, 0.15], [0.12, 0.00, 0.01], [-0.17, -0.05, 0.20], [-0.05, -0.13, 0.12], [-0.12, -0.17, 0.11], [0.03, 0.10, -0.10], [-0.46, 0.28, 0.10], [3.14, 1.51, -0.71], [-6.23, -7.34, -0.54], [1.08, 1.44, -0.04], [0.81, 0.94, -0.53], [-0.37, -0.08, 0.72], [1.07, 2.98, 1.57], [0.44, -0.02, -0.19], [0.13, -0.09, -0.03], [-0.22, 0.10, 0.05], [0.14, -0.02, -0.10], [0.13, 0.17, -0.10], [-0.08, -0.06, -0.06], [0.16, 0.16, -0.08], [0.17, 0.00, -0.13], [0.21, 0.02, -0.08], [-0.04, -0.01, 0.09], [0.25, -0.14, 0.52], [-3.59, 0.45, -0.16], [9.04, -1.69, -3.47], [-1.53, -0.15, 0.75], [-1.25, -0.14, 0.14], [0.47, 0.50, 0.33], [-2.43, 1.30, 2.34], [-0.38, -0.01, -0.31], [-0.04, 0.03, -0.11], [0.13, -0.05, 0.18], [-0.12, -0.01, -0.10], [-0.22, -0.06, 0.06], [0.10, -0.07, -0.03], [-0.24, -0.03, 0.03], [-0.15, -0.04, -0.11], [-0.18, 0.00, -0.10], [0.11, 0.04, 0.07], [-0.24, -0.26, -0.37], [2.12, 2.78, -0.65], [-2.74, -7.49, 5.38], [0.57, 1.26, -1.10], [0.85, 0.68, -0.69], [-0.79, 0.01, 0.01], [-0.77, 2.44, -2.54], [0.38, 0.30, 0.13], [0.06, 0.04, 0.11], [-0.12, -0.14, -0.15], [0.17, 0.11, 0.00], [0.16, 0.11, -0.13], [0.01, -0.11, 0.04], [0.16, 0.14, -0.12], [0.16, 0.08, 0.03], [0.16, 0.13, 0.04], [-0.13, -0.06, -0.01]]
}



[2]
{
  "formula": "C18H52N11O9",
  "method": "ωB97M-V/def2-TZVPD",
  "total_energy_ev": -54334.150,
  "molar_mass_g_mol": 566.682,
  "total_charge": -1,
  "de_lowest_kcal_mol": 0.0,
  "gap_ha": 0.324,
  "species": ["C", "C", "O", "O", "H", "H", "H", "C", "C", "C", "O", "C", "N", "H", "H", "H", "H", "H", "H", "H", "H", "H", "H", "H", "C", "C", "C", "O", "C", "N", "H", "H", "H", "H", "H", "H", "H", "H", "H", "H", "H", "C", "C", "C", "O", "C", "N", "H", "H", "H", "H", "H", "H", "H", "H", "H", "H", "H", "C", "O", "N", "N", "H", "H", "H", "H", "C", "O", "N", "N", "H", "H", "H", "H", "C", "O", "N", "N", "H", "H", "H", "H", "C", "O", "N", "N", "H", "H", "H", "H"],
  "coordinates": [[0.7110, 0.0485, -1.5536], [-0.4280, 0.5676, -0.6487], [-0.5927, -0.0245, 0.4410], [-0.7468, 1.7707, -0.8661], [1.6411, 0.3838, -1.1004], [0.6239, 0.4836, -2.5491], [0.6957, -1.0397, -1.6263], [5.4896, 0.5125, -1.5356], [4.6485, 1.1018, -0.4085], [4.7905, 0.3261, 0.8672], [6.1020, 0.4861, 1.3801], [6.2525, -0.1657, 2.6188], [5.0205, 2.5414, -0.1730], [6.4496, 0.1565, -1.1525], [5.6814, 1.1914, -2.3657], [5.0466, -0.3855, -1.9875], [3.5879, 1.1425, -0.6567], [4.6339, -0.7487, 0.6781], [4.0340, 0.5753, 1.6180], [7.3085, -0.2029, 2.8838], [5.8857, -1.1958, 2.5143], [5.7072, 0.3392, 3.4214], [5.8444, 2.4881, 0.4194], [5.2868, 2.9084, -1.0762], [-2.8545, -2.0037, 3.5446], [-2.2598, -3.0342, 2.5823], [-3.2114, -4.1966, 2.4289], [-2.5221, -5.2722, 1.8130], [-3.3175, -6.3764, 1.5111], [-2.0991, -2.4001, 1.2621], [-2.9206, -2.4648, 4.5335], [-3.8693, -1.7708, 3.2108], [-2.2971, -1.0696, 3.5628], [-1.2879, -3.3712, 2.9642], [-4.0826, -3.9363, 1.8216], [-3.5363, -4.5005, 3.4393], [-4.1315, -6.1656, 0.7995], [-3.8159, -6.7432, 2.4214], [-2.6836, -7.1349, 1.0580], [-1.5602, -1.5346, 1.3090], [-1.5139, -3.0274, 0.7143], [-4.0631, 0.2846, -6.4735], [-3.1584, 0.0938, -5.2680], [-2.3825, -1.2056, -5.4304], [-1.4990, -1.5114, -4.3794], [-2.1068, -1.6520, -3.1100], [-2.1810, 1.2149, -5.2296], [-4.8586, -0.4639, -6.5177], [-3.5341, 0.2574, -7.4264], [-4.5348, 1.2679, -6.3995], [-3.7556, 0.0982, -4.3546], [-1.8094, -1.1898, -6.3569], [-3.1040, -2.0345, -5.5505], [-1.3254, -1.8786, -2.3927], [-2.7977, -2.5080, -3.1405], [-2.6694, -0.7644, -2.8208], [-1.4397, 0.9631, -4.5735], [-2.6513, 1.9483, -4.6964], [-2.4604, 5.0390, -1.8629], [-2.4916, 6.2486, -2.0315], [-1.3914, 4.2583, -2.1352], [-3.5461, 4.3338, -1.4159], [-1.3133, 3.2711, -1.9235], [-0.5321, 4.6867, -2.4278], [-3.4551, 3.3442, -1.2642], [-4.3132, 4.8096, -0.9845], [1.5214, 4.0954, 1.0481], [2.4041, 4.6781, 1.6623], [1.7588, 3.0717, 0.1779], [0.1994, 4.4429, 1.1166], [2.6880, 2.6844, 0.2207], [0.9611, 2.6696, -0.2964], [-0.0562, 5.1011, 1.8247], [-0.4641, 3.8651, 0.6255], [-0.9501, 1.5249, 4.0742], [-2.1423, 1.5819, 3.8110], [-0.4765, 1.7820, 5.3379], [-0.0187, 1.0312, 3.2074], [-1.1857, 1.8711, 6.0406], [0.4962, 1.8098, 5.5706], [0.9456, 0.8970, 3.4602], [-0.2137, 1.0472, 2.2125], [2.1245, -1.9870, 2.7570], [2.2402, -0.9623, 3.4144], [2.7145, -3.1751, 3.0811], [1.3216, -2.0101, 1.6602], [2.5763, -4.0172, 2.5577], [3.2495, -3.2006, 3.9286], [0.8338, -1.1463, 1.4480], [1.1362, -2.8247, 1.1065]],
  "forces_ev_per_angstrom": [[-1.10, -0.41, -0.51], [2.40, 1.43, 1.20], [-0.47, -0.51, -0.32], [-0.90, -0.24, -0.50], [0.02, -0.05, 0.09], [0.10, -0.05, -0.02], [0.21, 0.01, 0.04], [0.06, -1.10, -0.24], [0.26, 1.53, -0.44], [-0.07, -0.84, 0.42], [0.13, 0.30, 0.08], [-0.06, -0.32, -0.13], [-0.17, -1.38, 0.30], [0.08, 0.34, 0.08], [-0.12, 0.23, 0.14], [-0.24, 0.14, 0.16], [-0.02, -0.47, -0.28], [-0.05, 0.05, -0.19], [0.04, 0.43, 0.02], [0.03, 0.12, -0.14], [0.00, 0.01, 0.27], [-0.13, -0.02, -0.05], [0.08, 0.44, -0.12], [0.11, 0.32, 0.11], [-0.26, -0.61, -0.22], [-0.21, 1.27, -0.62], [0.35, -0.54, 0.58], [0.39, 0.13, -0.31], [-0.59, 0.01, 0.16], [0.39, -0.47, 0.06], [0.05, 0.31, 0.12], [0.01, 0.10, 0.05], [0.12, -0.05, 0.10], [-0.13, -0.28, 0.19], [-0.02, 0.28, 0.05], [-0.15, -0.15, -0.16], [0.16, 0.28, -0.03], [0.19, -0.27, -0.06], [0.04, -0.12, 0.19], [-0.27, 0.00, 0.06], [-0.22, 0.07, -0.21], [-0.53, 0.24, 0.09], [1.00, 0.29, -0.71], [-0.78, -0.62, 0.27], [0.56, 0.38, -0.03], [-0.36, -0.54, -0.44], [-0.48, -0.07, 0.90], [0.01, -0.01, 0.11], [0.28, -0.02, 0.13], [-0.06, -0.06, -0.08], [-0.18, -0.29, -0.03], [0.23, 0.25, 0.09], [-0.05, 0.08, 0.11], [0.03, 0.18, 0.06], [-0.06, 0.10, 0.13], [0.15, 0.06, 0.22], [0.09, -0.22, -0.27], [0.14, 0.28, -0.44], [-0.15, 0.19, -0.03], [0.06, 0.13, 0.08], [0.71, -0.31, -0.47], [-0.22, -0.57, -0.06], [-0.16, -0.05, 0.36], [-0.17, 0.33, 0.02], [0.00, 0.03, 0.24], [0.06, 0.20, -0.04], [0.01, 0.21, -0.17], [-0.08, -0.05, 0.29], [0.04, 0.26, 0.24], [0.35, -0.13, -0.21], [-0.06, 0.11, -0.28], [0.25, -0.48, -0.07], [-0.24, 0.01, -0.02], [-0.32, 0.15, 0.30], [0.29, -1.19, -0.32], [-0.03, 0.44, 0.10], [-0.32, 0.22, 0.08], [0.02, 0.54, -0.26], [0.16, 0.14, 0.12], [0.02, -0.06, 0.01], [-0.02, -0.04, 0.13], [-0.34, -0.17, 0.08], [-1.09, 0.17, -0.47], [0.72, -0.14, 0.35], [0.45, 0.02, 0.30], [0.29, 0.29, 0.05], [-0.06, 0.01, -0.01], [0.01, -0.04, -0.01], [-0.25, -0.15, -0.31], [-0.01, -0.02, 0.05]]
}



[3]
{
  "formula": "C18H52N4O6",
  "method": "ωB97M-V/def2-TZVPD",
  "total_energy_ev": -37750.258,
  "molar_mass_g_mol": 420.636,
  "smiles": "COC[C@H](C)N.COC[C@H](C)N.COC[C@H](C)N.COC[C@H](C)N.CO.CO",
  "de_lowest_kcal_mol": 48.4,
  "gap_ha": 0.349,
  "species": ["C", "O", "C", "C", "C", "N", "H", "H", "H", "H", "H", "H", "H", "H", "H", "H", "H", "C", "O", "C", "C", "C", "N", "H", "H", "H", "H", "H", "H", "H", "H", "H", "H", "H", "C", "O", "C", "C", "C", "N", "H", "H", "H", "H", "H", "H", "H", "H", "H", "H", "H", "C", "O", "C", "C", "C", "N", "H", "H", "H", "H", "H", "H", "H", "H", "H", "H", "H", "C", "O", "H", "H", "H", "H", "C", "O", "H", "H", "H", "H"],
  "coordinates": [[-24.3273, -12.7672, -1.3763], [-23.1930, -11.8932, -1.0277], [-23.1889, -10.6750, -1.6946], [-21.8685, -9.9759, -1.3481], [-22.0193, -9.6807, 0.1258], [-21.6543, -8.7356, -1.9870], [-25.2119, -12.4007, -0.8555], [-24.1834, -13.7305, -0.8870], [-24.4445, -12.9779, -2.4393], [-23.3559, -10.9238, -2.7426], [-23.9321, -9.9605, -1.3406], [-21.0333, -10.6506, -1.5360], [-20.9989, -9.3800, 0.3636], [-22.1741, -10.5146, 0.8105], [-22.7904, -8.9376, 0.3288], [-21.6589, -8.9312, -2.9779], [-20.7031, -8.4214, -1.8583], [-25.8568, -14.6307, 4.9260], [-25.5048, -13.4877, 5.6280], [-24.0781, -13.3708, 5.9775], [-23.7683, -12.0361, 6.7547], [-24.0208, -10.7078, 6.0445], [-22.3846, -12.0258, 7.1221], [-25.8466, -15.4749, 5.6156], [-25.1700, -14.8937, 4.1215], [-26.8785, -14.6760, 4.5490], [-23.8346, -14.2356, 6.5947], [-23.4696, -13.4637, 5.0780], [-24.3348, -12.1258, 7.6816], [-23.4858, -10.8015, 5.0995], [-23.6761, -9.8217, 6.5774], [-25.0928, -10.5172, 5.9924], [-22.2334, -11.1219, 7.5467], [-21.7615, -11.9953, 6.3278], [-24.5243, -15.4168, 1.3332], [-23.1699, -15.4663, 0.9374], [-22.4014, -14.4060, 1.4093], [-21.0665, -14.3847, 0.6335], [-20.1346, -13.2694, 1.1411], [-21.2440, -14.1606, -0.7888], [-25.0807, -16.0484, 0.6407], [-24.8676, -14.3832, 1.3793], [-24.6679, -15.9232, 2.2877], [-22.9568, -13.4947, 1.1878], [-22.3535, -14.5241, 2.4918], [-20.6769, -15.3976, 0.7355], [-20.5828, -12.3322, 0.8112], [-19.1427, -13.4170, 0.7138], [-20.0367, -13.3816, 2.2208], [-21.7002, -13.2629, -0.8674], [-21.9508, -14.7871, -1.1466], [-13.6282, -12.2419, 2.9752], [-14.8834, -11.5996, 2.9517], [-15.8123, -12.4300, 3.5314], [-17.1728, -11.6379, 3.6858], [-17.0116, -10.4858, 4.6864], [-18.2440, -12.4783, 4.1814], [-13.5513, -13.2247, 2.5101], [-13.2777, -12.4709, 3.9816], [-12.8725, -11.5708, 2.5668], [-15.9888, -13.3543, 2.9812], [-15.5422, -12.8374, 4.5056], [-17.4136, -11.2588, 2.6927], [-16.6523, -10.8992, 5.6288], [-17.9437, -9.9278, 4.7749], [-16.2762, -9.7774, 4.3048], [-18.2891, -13.3112, 3.6120], [-18.0827, -12.9197, 5.0754], [-20.9118, -9.7960, 3.5945], [-20.7415, -11.0724, 4.0944], [-20.4308, -9.0433, 4.2192], [-20.4858, -9.5935, 2.6119], [-21.9828, -9.5941, 3.5737], [-19.8233, -11.3272, 3.9784], [-19.5174, -8.3171, 7.0368], [-20.0652, -7.2952, 6.2785], [-19.9453, -9.2625, 6.7033], [-18.4408, -8.3815, 6.8791], [-19.5684, -8.0244, 8.0855], [-19.6662, -6.5182, 6.6769]],
  "forces_ev_per_angstrom": [[0.91, 0.43, 1.44], [-1.31, -1.92, 0.15], [0.44, 0.64, -1.01], [-1.06, -1.80, 1.26], [1.58, -0.37, 0.85], [-0.22, 1.05, -1.79], [-0.32, 0.43, -0.63], [0.61, -0.01, -0.04], [-0.01, 0.57, -0.09], [0.12, 0.58, -0.47], [-0.68, -0.20, -0.09], [0.01, -0.51, 0.21], [-0.16, 0.89, 0.72], [-0.26, -0.34, -0.45], [0.33, 0.24, -0.16], [-0.27, 0.28, -0.51], [0.13, 0.14, 0.54], [0.43, -1.47, 0.52], [0.93, 1.72, 0.23], [-1.31, 0.38, -0.16], [-0.57, -0.48, -0.34], [-1.31, -0.65, -0.14], [1.37, -0.59, 0.90], [0.25, -0.47, 0.19], [0.11, 0.28, -0.21], [-0.02, 0.98, -0.07], [0.18, 0.10, 0.35], [0.05, 0.25, -0.34], [-0.21, 0.21, 0.05], [-0.40, 0.47, -0.31], [0.55, -0.32, 0.31], [-0.13, -0.13, -0.88], [0.23, -0.02, 0.41], [-0.07, -0.17, -0.56], [0.47, -0.78, -0.05], [-0.51, -0.91, -0.90], [0.03, 0.45, -0.16], [-0.23, -0.08, 0.45], [-0.29, -1.50, 0.08], [-0.34, 0.05, -0.16], [-0.15, 0.41, -0.30], [-0.33, -0.02, -0.05], [0.10, 0.29, 0.42], [0.09, 0.59, 0.13], [0.67, 0.30, 0.32], [0.50, 0.04, 0.26], [0.28, 0.23, 0.39], [-0.06, 0.24, -0.21], [-0.16, 0.59, 0.07], [0.09, 0.49, -0.28], [0.01, -0.50, -0.06], [1.21, 0.36, 0.32], [1.12, -0.53, -0.13], [-2.64, 0.22, 0.58], [1.62, -0.29, 0.89], [0.37, 0.03, -1.05], [-0.43, -0.96, -0.69], [-0.58, 0.05, -0.72], [-0.29, 0.30, 0.56], [-0.22, -0.04, -0.29], [-0.09, -0.07, -0.78], [0.47, 0.45, 0.60], [-0.28, 0.00, -0.01], [-0.22, 0.20, 0.19], [-0.08, -0.19, 0.33], [0.16, -0.05, 0.13], [-0.37, -0.08, -0.65], [0.40, 0.67, 0.65], [-0.24, 1.38, 0.03], [-0.25, -0.74, 0.10], [-0.11, 0.23, 0.40], [-0.11, -0.50, -0.38], [0.04, 0.18, -0.13], [0.48, -0.67, 0.23], [1.13, -0.44, 0.32], [-0.30, 1.02, -0.55], [-0.23, 0.00, 0.63], [0.34, -0.24, -0.34], [-0.64, -0.89, 0.39], [-0.31, 0.51, -0.47]]
}



One value per record, in order, for E_HOMO: -8.480 -6.537 -8.814 eV.